61
Properties=species:S:1:pos:R:3:forces:R:3 method="wB97M-V/def2-TZVPD" lumo_energy_ev="0.2 / 0.2" max_force_ev_per_a=3.086 charge=0 s2=12.69 multiplicity=7 gap_ev="7.503 / 7.304"
O 0.042132 -0.183433 -4.658584 0.0 0.3 -2.1
C -0.065349 1.126653 -5.307458 0.2 0.4 0.8
C -0.198434 0.549225 -6.704690 0.0 -0.4 0.5
H 0.848881 1.701486 -5.120251 -0.2 0.0 0.0
H -0.941739 1.678845 -4.951477 0.2 -0.1 0.1
C -0.054024 -0.803913 -5.976751 0.0 -0.3 -1.0
H 0.639878 0.763681 -7.366138 -0.3 0.1 -0.1
H -1.177671 0.682646 -7.167417 0.3 0.1 -0.1
C 1.202650 -1.519284 -6.401409 0.3 -0.3 0.1
H 2.065403 -0.848441 -6.347121 -0.1 -0.1 0.0
H 1.076639 -1.845350 -7.444074 0.1 0.1 0.3
H 1.403709 -2.405843 -5.788787 0.0 0.1 0.0
C -1.260387 -1.687215 -6.161083 -0.3 -0.4 0.1
H -2.188935 -1.170292 -5.900292 0.1 0.0 0.0
H -1.193349 -2.612426 -5.576877 0.0 0.2 0.0
H -1.320560 -1.972727 -7.221202 0.0 0.1 0.2
Tb -0.230453 -0.346880 2.389580 0.5 1.3 1.0
C -2.335879 -0.935355 3.775519 -0.6 0.6 -0.5
C -2.204410 0.474751 3.919768 -0.6 -0.2 -0.3
C -2.452409 1.083696 2.653116 -0.2 -0.8 -0.1
H -1.978400 1.003619 4.844380 -0.1 -0.2 -0.4
C -2.695798 0.036986 1.704207 -0.6 0.0 0.9
C -2.641448 -1.213040 2.402537 -0.4 0.7 0.2
H -2.882380 -2.186829 1.981348 0.2 0.2 0.1
H -2.294614 -1.662372 4.584944 0.2 0.2 -0.3
H -2.528077 2.154110 2.460270 0.3 -0.4 0.0
H -2.969797 0.173696 0.658998 0.1 0.0 0.3
C 0.849519 -2.129662 3.936833 0.2 -0.5 -0.6
C -0.003574 -2.833722 3.034861 0.9 -0.3 -0.1
C 0.539984 -2.710175 1.720623 0.4 -0.2 0.5
H -0.882951 -3.417418 3.306913 0.3 0.3 -0.1
C 1.731521 -1.918964 1.811761 0.1 -0.6 0.5
C 1.922085 -1.571061 3.181173 0.1 -0.4 -0.2
H 2.747852 -0.979766 3.585080 -0.4 -0.2 -0.2
H 0.740635 -2.088750 5.021169 -0.1 0.2 -0.4
H 0.176313 -3.218953 0.827341 0.0 0.3 0.3
H 2.405880 -1.682334 0.986129 -0.3 0.0 0.3
O 0.106975 0.219199 0.167040 0.1 0.7 -0.7
C -0.368340 -0.703558 -0.866422 0.3 0.5 0.3
C -0.623070 0.164076 -2.073282 -0.5 -0.3 0.0
H -1.278329 -1.228101 -0.525822 0.5 0.3 0.1
H 0.428417 -1.437837 -1.055390 -0.2 0.2 0.2
C 0.177908 1.458075 -1.876056 0.4 -0.3 -0.2
H -1.697673 0.370032 -2.192121 0.3 0.0 0.1
H -0.285518 -0.397637 -2.936231 -0.3 0.4 0.2
C 0.343102 1.591114 -0.369556 -0.5 -0.7 0.4
H -0.327926 2.321120 -2.315794 0.1 -0.1 0.1
H 1.162356 1.375561 -2.358000 -0.2 0.0 0.1
H -0.422528 2.248781 0.077036 0.3 -0.2 -0.1
H 1.352242 1.897771 -0.056097 -0.4 -0.1 0.0
C 2.150971 2.934069 5.839563 0.0 -0.1 -0.2
C 1.367295 1.867635 6.289999 -0.5 -0.6 -0.5
C 0.708166 1.032644 5.351735 1.1 1.3 1.5
C 0.862704 1.283705 4.005024 -1.5 -1.8 -2.0
C 1.603369 2.340219 3.530189 1.0 1.1 1.5
C 2.271627 3.174704 4.466847 -0.3 -0.2 -0.6
H 2.663648 3.577646 6.560814 -0.2 -0.2 -0.3
H 1.250407 1.666387 7.355922 0.1 0.2 -0.2
H 0.091309 0.206810 5.721652 0.2 0.2 -0.1
H 1.692327 2.544562 2.458075 0.1 0.0 0.2
H 2.878144 4.007821 4.107955 -0.1 -0.1 0.2